This record from the OMol25 dataset describes a structure of composition C35H36N6P2ReS3. The level of theory is ωB97M-V with the def2-TZVPD basis set.

The expectation value of S² is 0.758. The spin multiplicity is 2. The value obtained for the total energy is -98998.5701 eV. As for the strongest force on any atom: 0.60 eV Å⁻¹. The highest occupied orbital energy (alpha / beta) comes out at -18.31 / -18.24 eV. The charge is +4. The value obtained for the orbital gap (alpha / beta) is 6.573 / 6.346 eV.

The geometry in XYZ format:
```
83
Properties=species:S:1:pos:R:3:mulliken_charge:R:1
Re -0.5004 -0.5841 0.2971 0.178
C -4.7148 0.7379 0.3735 -1.995
C -3.4343 -0.0237 0.3061 1.229
N -2.2773 0.5354 0.1187 0.652
N -2.2082 1.9155 0.0396 -0.613
C -1.0420 2.5370 0.1433 0.591
N -0.9788 3.8425 0.1435 -0.225
S 0.4714 1.5826 0.3387 -0.332
C -3.3508 -1.4878 0.4607 0.508
C -4.4598 -2.2939 0.6174 -1.048
C -4.2929 -3.6722 0.7526 -0.775
C -3.0162 -4.1937 0.7271 -1.036
C -1.9392 -3.3296 0.5684 0.051
N -2.0887 -2.0096 0.4340 0.432
H -4.8065 1.4483 -0.4525 0.547
H -4.7862 1.2802 1.3216 0.382
H -5.5800 0.0881 0.3073 0.425
H -3.0792 2.4328 -0.0222 0.240
H -1.7948 4.4382 0.0578 0.214
H -0.0915 4.3092 0.2649 0.299
H -5.4557 -1.8778 0.6370 0.437
H -5.1551 -4.3147 0.8739 0.512
H -2.8364 -5.2556 0.8238 0.505
H -0.9229 -3.6993 0.5494 0.486
N 0.7224 0.7035 -2.5498 0.231
P 0.1267 -0.8491 -1.8870 1.886
C -1.0833 -1.1654 -3.1861 -0.102
C -2.4540 -1.2022 -2.9369 -0.043
C -3.3474 -1.4595 -3.9662 -0.814
C -2.8762 -1.6784 -5.2530 -0.672
C -1.5099 -1.6486 -5.5116 -0.771
C -0.6147 -1.4052 -4.4842 -0.774
C 1.4897 -1.9645 -2.2454 0.284
C 1.3248 -3.2896 -1.8326 -0.549
C 2.2796 -4.2416 -2.1471 -0.717
C 3.4052 -3.8771 -2.8771 -0.810
C 3.5680 -2.5652 -3.3012 -0.894
C 2.6105 -1.6092 -2.9942 -0.153
P 1.5262 1.8621 -1.7332 0.774
C 1.2522 3.4650 -2.4158 0.804
C 1.5248 4.6131 -1.6577 -0.772
C 1.3911 5.8618 -2.2336 -0.907
C 0.9949 5.9719 -3.5657 -0.594
C 0.7415 4.8374 -4.3249 -0.840
C 0.8694 3.5781 -3.7598 -0.622
C 3.1912 1.5533 -1.2664 1.079
C 4.1342 2.5550 -1.5589 -0.859
C 5.4601 2.3656 -1.2103 -0.859
C 5.8508 1.1954 -0.5734 -0.635
C 4.9181 0.2018 -0.2838 -0.919
C 3.5924 0.3736 -0.6254 0.233
H 0.0504 1.0714 -3.2208 0.337
H -2.8306 -1.0387 -1.9377 0.507
H -4.4107 -1.4952 -3.7693 0.472
H -3.5717 -1.8833 -6.0559 0.449
H -1.1435 -1.8338 -6.5123 0.479
H 0.4487 -1.4252 -4.6913 0.430
H 0.4338 -3.5918 -1.2919 0.289
H 2.1436 -5.2695 -1.8390 0.510
H 4.1475 -4.6224 -3.1296 0.466
H 4.4346 -2.2893 -3.8870 0.518
H 2.7378 -0.5969 -3.3557 0.545
H 1.9127 4.5293 -0.6452 0.828
H 1.6190 6.7518 -1.6620 0.505
H 0.9054 6.9507 -4.0187 0.466
H 0.4619 4.9318 -5.3655 0.476
H 0.7110 2.7038 -4.3790 0.524
H 3.8507 3.4567 -2.0809 0.484
H 6.1901 3.1273 -1.4475 0.476
H 6.8908 1.0486 -0.3124 0.463
H 5.2352 -0.7157 0.1930 0.524
H 2.8852 -0.4174 -0.4219 -0.010
S 1.3528 -1.8820 1.1346 -0.362
C 0.9977 -1.7668 2.8072 0.428
N 1.7386 -2.1963 3.7877 -0.159
C 1.2162 -2.0476 5.1583 -0.593
C 0.0698 -1.0256 5.0965 -0.497
S -0.4600 -1.0093 3.3350 0.091
H 2.6035 -2.6962 3.6128 0.273
H 2.0152 -1.6910 5.8051 0.346
H 0.8778 -3.0200 5.5150 0.329
H 0.3804 -0.0228 5.3756 0.341
H -0.7797 -1.3326 5.6995 0.415
```